16
Properties=species:S:1:pos:R:3:forces:R:3:lowdin_charge:R:1 method="wB97M-V/def2-TZVPD" de_lowest_ev=1.1535 homo_ev=-8.703 spin_multiplicity=1 smiles="C=C/C=C/CC" lumo_energy_ev=1.210
C 1.251445 2.093383 1.387582 0.16 -0.04 -0.50 -0.12
C 0.537906 0.742273 1.358547 0.42 -0.30 -0.55 -0.25
C 0.075212 0.317072 -0.019808 -0.34 0.62 0.15 -0.12
C -0.745819 -0.700289 -0.259883 0.72 0.08 -0.01 -0.14
C -1.091151 -1.179605 -1.605382 -0.16 0.31 -0.13 -0.20
C -1.181677 -2.460592 -1.934405 0.15 -0.32 0.32 -0.01
H 1.768796 2.225247 0.434556 -0.10 0.16 -0.09 0.06
H 2.055891 2.112402 2.112431 -0.09 0.04 0.46 0.06
H 0.601874 2.952695 1.541778 -0.09 -0.04 0.01 0.07
H -0.293842 0.683539 2.057924 0.12 -0.09 0.19 0.11
H 1.299674 -0.004524 1.606666 -0.21 -0.05 0.45 0.11
H 0.477674 0.914080 -0.836019 -0.04 -0.16 -0.15 0.11
H -1.103823 -1.251826 0.599372 -0.15 -0.27 0.01 0.11
H -1.264831 -0.401620 -2.344183 -0.22 -0.08 -0.04 0.10
H -0.823402 -3.203855 -1.227340 -0.41 -0.08 0.08 0.06
H -1.563927 -2.838381 -2.871838 0.25 0.22 -0.20 0.05

41
Properties=species:S:1:pos:R:3:forces:R:3:lowdin_charge:R:1 method="wB97M-V/def2-TZVPD" total_charge=-1 homo_ev=-4.586 spin_multiplicity=1 lumo_energy_ev=2.270
Tl 1.245046 1.343207 1.185627 0.11 0.31 -0.19 0.75
O 0.580546 -1.036093 0.519227 -0.07 -0.34 -0.13 -0.16
C 1.030346 -1.919893 -0.197573 -0.37 -0.13 0.01 -0.20
C 2.319346 -1.988493 -0.829973 0.57 0.38 0.02 -0.11
C 2.630646 -3.090593 -1.619873 0.07 -0.04 -0.13 0.05
C 3.869846 -3.218793 -2.226073 -0.34 0.82 0.71 -0.19
C 4.861146 -2.232093 -2.016273 -0.07 -0.09 -0.08 -0.01
C 4.587746 -1.146493 -1.254973 0.07 0.03 -0.01 0.00
C 3.300746 -0.931693 -0.640473 -0.07 -0.23 -0.17 -0.37
O 3.078446 0.116407 0.000027 0.12 0.19 0.14 -0.20
N 4.154846 -4.334893 -3.034973 0.05 -0.74 -0.42 -0.38
O 5.271046 -4.432193 -3.533273 0.01 0.01 -0.02 0.03
O 3.274946 -5.171393 -3.208473 0.00 -0.09 -0.07 0.03
H 0.388646 -2.800693 -0.403073 -0.01 -0.01 0.01 0.13
H 1.894646 -3.866493 -1.783373 -0.05 -0.03 0.04 0.12
H 5.826246 -2.361093 -2.483673 0.02 -0.01 0.00 0.11
H 5.333646 -0.382393 -1.095473 0.04 0.09 0.03 0.11
C -3.331154 1.338307 -2.750073 0.28 0.29 0.03 -0.41
S -1.792854 2.272307 -3.048273 -0.27 -0.03 0.03 0.78
C -1.823254 3.349307 -1.663373 0.21 0.13 -0.14 -1.03
C -1.714854 2.939507 -0.374673 -0.32 0.74 -0.08 -1.16
S -1.631954 1.336707 0.163927 0.22 -0.61 0.30 0.48
S -1.762554 4.284007 0.807227 0.04 -0.27 -0.80 0.85
C -1.864554 5.599007 -0.329173 0.00 -0.20 -0.14 -1.53
S -1.890054 7.178607 0.109427 -0.02 0.31 0.13 0.47
S -1.947254 5.075307 -1.978573 0.02 -0.29 0.58 0.87
H -3.497554 0.704807 -3.615373 -0.02 -0.05 -0.12 0.02
H -4.151254 2.042007 -2.628473 -0.08 -0.05 -0.05 0.04
H -3.205154 0.738207 -1.851873 -0.06 -0.02 -0.03 -0.03
S 0.837946 -0.262693 3.736227 0.58 -0.15 0.09 0.55
C -0.797654 -0.075793 3.536827 0.09 0.21 0.68 -0.93
N -1.457354 1.089207 3.460327 -0.11 -0.22 -0.07 0.00
C -2.874354 0.901107 3.220027 -0.44 0.25 0.12 -0.18
C -3.017254 -0.632793 3.207627 -0.41 -0.03 -0.09 -0.14
N -1.692054 -1.087993 3.580927 -0.07 -0.09 -0.23 0.02
H -0.990054 1.957807 3.256127 0.08 -0.19 0.01 0.11
H -3.165454 1.340307 2.262127 0.06 -0.05 0.13 0.05
H -3.451654 1.363607 4.026627 -0.01 -0.10 -0.05 0.11
H -3.283354 -0.995693 2.210427 -0.05 0.05 0.07 0.11
H -3.759454 -0.981793 3.932427 0.03 0.06 -0.16 0.11
H -1.384754 -2.019693 3.352227 0.16 0.17 0.07 0.13

17
Properties=species:S:1:pos:R:3:forces:R:3:lowdin_charge:R:1 method="wB97M-V/def2-TZVPD" de_lowest_ev=0.7734 homo_ev=-8.798 spin_multiplicity=1 smiles=CN[C@H](C)CS lumo_energy_ev=0.951
C -2.268488 0.143077 0.497979 1.60 -0.05 0.69 -0.11
N -0.999840 -0.627237 0.397815 -0.66 -0.59 -0.63 -0.12
C 0.197296 0.138472 0.053042 -0.23 -0.03 0.77 -0.49
C 1.368720 -0.508643 0.836051 -0.31 -0.58 -0.62 -0.56
S 2.948742 0.337212 1.068434 -0.17 0.41 -0.61 0.69
C 0.331874 0.306984 -1.447244 0.82 1.30 0.12 -0.06
H -2.634079 0.689975 -0.378546 0.32 -0.06 -0.15 0.07
H -3.076623 -0.487442 0.867148 0.17 -0.01 0.10 0.07
H -1.917232 0.831654 1.274557 -1.15 0.43 -0.04 0.08
H -1.056169 -1.369040 -0.292397 -0.29 -0.09 0.14 0.10
H 0.141601 1.078183 0.608050 -0.37 0.50 -0.64 0.13
H 0.922433 -0.600111 1.815939 0.27 -0.31 0.40 0.06
H 1.613961 -1.496370 0.454455 -0.23 -0.25 0.04 0.07
H 3.290576 0.350187 -0.240588 0.04 0.02 0.34 -0.15
H 1.305880 0.790860 -1.594926 0.02 -0.37 -0.53 0.07
H 0.208804 -0.594472 -2.041985 0.38 -0.35 0.26 0.08
H -0.377458 1.016716 -1.877784 -0.23 0.03 0.35 0.07

6
Properties=species:S:1:pos:R:3:forces:R:3:lowdin_charge:R:1 method="wB97M-V/def2-TZVPD" de_lowest_ev=0.8047 homo_ev=-9.557 spin_multiplicity=1 lumo_energy_ev=-0.958
C 0.462044 -0.558292 -0.398706 -1.44 0.76 -1.56 -0.24
N 0.219915 -1.077310 -1.511477 -0.08 -0.76 -1.31 -0.07
O -0.657845 -0.313316 -2.342881 0.67 -0.13 1.13 -0.81
F 1.219801 -1.268245 0.406701 0.05 0.54 0.65 0.08
I -0.425790 -0.881482 -4.224678 0.00 -0.01 0.04 0.89
H -0.023695 0.411664 -0.197194 0.80 -0.40 1.05 0.15

| no. | E (eV) |
| --- | --- |
| 1 | -6382.7060 |
| 2 | -97095.2173 |
| 3 | -16651.0199 |
| 4 | -15405.5610 |